The following is a DFT calculation (ωB97M-V with the def2-TZVPD basis set) of a single C19H23NOS molecule.

Last column: Mulliken charge in e.
Cartesian coordinates (Å):
C1 4.617 3.454 -0.420  -1.424
C2 4.209 2.037 -0.158  0.980
C3 3.588 1.289 -1.153  -0.759
C4 3.216 -0.020 -0.926  -0.165
C5 3.453 -0.618 0.307  0.756
C6 2.973 -2.024 0.556  -1.390
N1 1.523 -2.067 0.523  -0.121
C7 0.846 -2.601 -0.515  0.381
O1 1.359 -3.276 -1.383  -0.656
C8 -0.648 -2.294 -0.489  -0.645
C9 -0.911 -0.863 -0.952  -0.618
S1 -0.450 0.403 0.276  -0.084
C10 -1.938 0.359 1.355  -0.984
C11 -3.178 0.720 0.598  0.467
C12 -3.225 1.965 -0.022  -0.564
C13 -4.329 2.357 -0.753  -0.651
C14 -5.407 1.497 -0.872  -0.636
C15 -5.368 0.260 -0.256  -0.742
C16 -4.264 -0.151 0.482  1.152
C17 -4.279 -1.503 1.136  -1.407
C18 4.069 0.124 1.302  -0.737
C19 4.448 1.434 1.069  -0.687
H1 4.903 3.955 0.501  0.348
H2 3.801 4.007 -0.883  0.345
H3 5.466 3.480 -1.103  0.307
H4 3.396 1.743 -2.115  0.387
H5 2.736 -0.593 -1.707  0.499
H6 3.321 -2.703 -0.227  0.480
H7 3.321 -2.384 1.529  0.350
H8 1.053 -1.374 1.091  0.244
H9 -1.144 -2.983 -1.176  0.369
H10 -1.043 -2.452 0.517  0.345
H11 -1.967 -0.705 -1.179  0.390
H12 -0.322 -0.637 -1.840  0.514
H13 -1.720 1.100 2.125  0.471
H14 -1.990 -0.625 1.813  0.368
H15 -2.372 2.621 0.069  0.428
H16 -4.347 3.326 -1.229  0.395
H17 -6.277 1.788 -1.442  0.386
H18 -6.213 -0.407 -0.350  0.339
H19 -5.231 -1.996 0.955  0.404
H20 -4.141 -1.415 2.213  0.347
H21 -3.489 -2.141 0.740  0.180
H22 4.258 -0.326 2.267  0.323
H23 4.930 1.998 1.856  0.315

Summary:
- E_HOMO (eV) = -8.687
- LUMO level (eV) = 0.7
- frontier orbital gap (eV) = 9.356
- electronic energy (eV) = -34450.264
- max |F| (eV Å⁻¹) = 0.7
- energy relative to the best compared isomer or geometry (same formula, charge and spin) (kcal per mole) = 4.2

***

The following is a DFT calculation (ωB97M-V with the def2-TZVPD basis set) of a 2-piece molecular cluster, C19H24BN2O overall in a non-equilibrium geometry.

Last column: Mulliken charge in e.
Cartesian coordinates (Å):
C1 5.026 -1.112 7.640  -0.820
O1 4.490 0.172 7.252  -0.405
C2 3.154 0.400 7.348  0.902
C3 2.725 1.704 6.988  -0.808
C4 1.390 2.010 6.980  -0.615
C5 0.388 1.034 7.319  0.701
C6 -0.969 1.382 7.056  -0.820
C7 -2.168 0.658 7.372  1.064
C8 -3.384 1.406 7.500  -0.496
C9 -4.602 0.764 7.662  -0.718
C10 -4.652 -0.637 7.777  -0.357
C11 -3.467 -1.383 7.706  -0.913
C12 -2.244 -0.756 7.457  -0.181
C13 0.856 -0.205 7.859  -0.781
C14 2.198 -0.554 7.788  -0.540
H1 6.099 -0.982 7.518  0.247
H2 4.790 -1.349 8.685  0.356
H3 4.663 -1.907 6.977  0.355
H4 3.476 2.433 6.693  0.455
H5 1.061 3.020 6.715  0.440
H6 -1.119 2.461 6.933  0.664
H7 -3.323 2.500 7.460  0.374
H8 -5.520 1.355 7.709  0.389
H9 -5.614 -1.136 7.902  0.393
H10 -3.496 -2.468 7.837  0.386
H11 -1.348 -1.359 7.292  0.517
H12 0.160 -0.893 8.343  0.718
H13 2.527 -1.558 8.079  0.422
H14 -1.008 0.975 5.040  -0.230
B1 -1.016 0.490 3.768  -0.015
H15 0.011 -0.173 3.614  -0.107
H16 -2.026 -0.204 3.636  -0.118
C15 -1.044 1.638 2.700  -0.229
N1 -1.066 1.607 1.337  0.204
C16 -1.064 0.423 0.499  -0.790
C17 -1.088 2.886 0.825  -0.384
C18 -1.078 3.740 1.898  -0.392
N2 -1.053 2.956 3.028  0.251
C19 -1.036 3.485 4.370  -0.806
H17 -1.083 0.743 -0.548  0.298
H18 -0.164 -0.180 0.672  0.303
H19 -1.944 -0.201 0.698  0.302
H20 -1.110 3.109 -0.217  0.446
H21 -1.088 4.808 1.931  0.426
H22 -1.102 4.574 4.317  0.257
H23 -1.879 3.090 4.948  0.299
H24 -0.112 3.199 4.887  0.354

Summary:
- total charge = +1
- E_HOMO (eV) = -11.400
- LUMO level (eV) = -4.9
- frontier orbital gap (eV) = 6.484
- electronic energy (eV) = -25788.333
- max |F| (eV Å⁻¹) = 1.7
- energy relative to the best compared isomer or geometry (same formula, charge and spin) (kcal per mole) = 1.2

***

The following is a DFT calculation (ωB97M-V with the def2-TZVPD basis set) of C19H24BrCeNSi as an isolated structure in a non-equilibrium geometry.

Last column: Mulliken charge in e.
Cartesian coordinates (Å):
C1 -1.281 -0.830 -1.790  -0.332
C2 -1.483 -1.898 -0.858  -0.670
C3 -2.312 -1.400 0.201  -0.302
H1 -1.085 -2.913 -0.943  0.526
C4 -2.602 -0.028 -0.075  -0.518
C5 -1.975 0.321 -1.307  -0.568
H2 -2.069 1.278 -1.823  0.435
H3 -0.748 -0.905 -2.743  0.538
H4 -2.691 -1.976 1.050  0.580
H5 -3.225 0.625 0.534  0.529
Ce1 0.081 -0.276 0.525  0.435
Br1 1.146 -2.578 1.446  -0.450
C6 2.399 1.382 0.208  -0.430
C7 1.444 2.091 -0.585  -0.656
C8 1.132 1.285 -1.720  -0.469
H6 1.054 3.090 -0.378  0.420
C9 1.867 0.063 -1.617  -0.498
C10 2.650 0.119 -0.418  -0.824
H7 3.323 -0.653 -0.054  0.554
H8 2.887 1.760 1.113  0.761
H9 0.503 1.584 -2.558  0.518
H10 1.886 -0.744 -2.350  0.512
C11 2.381 0.345 3.796  -0.941
Si1 0.794 1.344 3.829  -0.111
C12 0.121 1.312 5.577  -1.071
C13 1.082 3.103 3.271  -0.897
N1 -0.353 0.614 2.678  0.361
C14 -1.609 0.249 3.186  0.340
C15 -1.835 -1.066 3.701  -0.180
C16 -3.025 -1.365 4.357  -0.656
C17 -4.030 -0.397 4.471  -0.467
C18 -3.848 0.886 3.922  -0.626
C19 -2.663 1.206 3.269  -0.422
H11 3.087 0.761 4.530  0.361
H12 2.881 0.343 2.817  0.250
H13 2.185 -0.699 4.076  0.275
H14 0.830 1.769 6.283  0.381
H15 -0.824 1.865 5.666  0.314
H16 -0.053 0.281 5.914  0.305
H17 1.519 3.133 2.264  0.196
H18 0.137 3.663 3.263  0.277
H19 1.768 3.618 3.958  0.366
H20 -1.035 -1.803 3.615  0.336
H21 -3.163 -2.373 4.766  0.386
H22 -4.970 -0.638 4.968  0.370
H23 -4.645 1.634 3.990  0.390
H24 -2.481 2.201 2.850  0.372

Summary:
- E_HOMO (spin up / spin down) (eV) = -8.152 / -8.152
- LUMO level (spin up / spin down) (eV) = -1.3 / -1.3
- frontier orbital gap (spin up / spin down) (eV) = 6.859 / 6.856
- electronic energy (eV) = -112434.208
- max |F| (eV Å⁻¹) = 1.9

***

The following is a DFT calculation (ωB97M-V with the def2-TZVPD basis set) of a 15-piece molecular cluster, C19H24Cl42N2O3S overall in a non-equilibrium geometry.

Last column: Mulliken charge in e.
Cartesian coordinates (Å):
C1 -1.489 0.442 1.724  -0.676
O1 -2.270 1.126 0.766  -0.255
C2 -1.948 0.858 -0.564  0.202
S1 -0.257 1.542 -0.902  -0.095
C3 -2.170 -0.609 -1.005  -0.892
O2 -1.027 -1.250 -1.520  -0.342
C4 -0.428 -2.228 -0.775  -0.088
N1 0.956 -1.895 -0.604  -0.454
O3 -0.435 -3.457 -1.561  -0.421
C5 -1.473 -4.191 -1.258  0.604
N2 -2.436 -4.786 -0.927  -0.518
H1 -1.894 0.697 2.689  0.043
H2 -0.452 0.750 1.723  0.446
H3 -1.575 -0.635 1.643  0.270
H4 -2.614 1.468 -1.147  0.543
H5 0.218 0.846 -1.950  -0.126
H6 -2.891 -0.590 -1.809  0.344
H7 -2.644 -1.140 -0.188  0.486
H8 -0.887 -2.388 0.194  0.603
H9 1.209 -2.112 0.351  0.127
H10 1.011 -0.882 -0.640  0.202
C6 2.630 -0.989 -3.693  0.096
Cl1 0.946 -0.464 -3.818  -0.111
Cl2 3.098 -1.905 -5.121  -0.017
Cl3 3.697 0.409 -3.459  -0.096
H11 2.721 -1.634 -2.828  0.162
C7 5.408 -4.727 -6.934  -0.020
Cl4 4.940 -5.809 -5.625  -0.081
Cl5 6.299 -5.598 -8.182  -0.124
Cl6 3.987 -3.936 -7.621  -0.133
H12 6.055 -3.963 -6.527  0.350
C8 -5.466 4.227 0.805  0.672
Cl7 -6.325 3.679 -0.636  -0.089
Cl8 -5.201 5.974 0.732  -0.136
Cl9 -6.363 3.781 2.260  -0.079
H13 -4.503 3.740 0.837  -0.345
C9 5.016 0.699 0.750  -0.023
Cl10 4.230 1.747 1.930  -0.080
Cl11 3.939 -0.606 0.259  -0.092
Cl12 5.553 1.604 -0.660  -0.073
H14 5.884 0.256 1.217  0.256
C10 -7.936 0.082 -2.067  0.187
Cl13 -6.854 1.280 -2.782  -0.132
Cl14 -7.181 -1.510 -2.082  -0.122
Cl15 -8.383 0.544 -0.425  -0.108
H15 -8.835 0.039 -2.664  0.158
C11 -9.514 -2.764 -5.054  0.072
Cl16 -10.383 -3.344 -6.473  -0.128
Cl17 -9.255 -1.020 -5.151  -0.117
Cl18 -10.375 -3.183 -3.574  -0.112
H16 -8.546 -3.245 -5.030  0.288
C12 7.828 4.061 2.335  -0.030
Cl19 7.016 4.704 0.910  -0.108
Cl20 7.121 4.720 3.809  -0.052
Cl21 7.769 2.294 2.356  -0.112
H17 8.866 4.359 2.294  0.317
C13 -1.612 4.848 3.320  -0.171
Cl22 -1.742 3.812 1.889  -0.031
Cl23 -3.194 5.183 4.004  -0.070
Cl24 -0.592 4.134 4.555  -0.121
H18 -1.164 5.782 3.009  0.393
C14 7.330 6.715 7.501  0.069
Cl25 6.510 7.718 8.696  -0.123
Cl26 6.277 5.412 6.948  -0.119
Cl27 7.886 7.690 6.141  -0.117
H19 8.195 6.270 7.972  0.281
C15 -1.384 -0.025 6.506  -0.124
Cl28 -1.739 1.386 5.512  -0.040
Cl29 -2.435 -1.374 6.073  -0.127
Cl30 0.313 -0.479 6.345  -0.122
H20 -1.569 0.230 7.541  0.371
C16 1.606 -3.918 4.680  0.044
Cl31 1.287 -2.477 3.711  -0.046
Cl32 0.526 -5.230 4.217  -0.124
Cl33 3.293 -4.407 4.531  -0.122
H21 1.415 -3.671 5.715  0.256
C17 5.607 1.610 -6.574  0.315
Cl34 5.116 3.092 -7.394  -0.131
Cl35 4.744 0.218 -7.219  -0.074
Cl36 7.353 1.378 -6.692  -0.135
H22 5.350 1.704 -5.528  0.018
C18 -6.246 2.593 6.277  -0.096
Cl37 -6.723 4.090 5.460  -0.113
Cl38 -7.336 1.284 5.821  -0.130
Cl39 -4.557 2.140 5.972  0.005
H23 -6.337 2.758 7.341  0.336
C19 1.614 -8.698 -6.095  0.016
Cl40 1.704 -8.228 -4.396  -0.119
Cl41 2.390 -7.490 -7.116  -0.071
Cl42 2.337 -10.288 -6.342  -0.129
H24 0.571 -8.756 -6.372  0.304

Summary:
- E_HOMO (eV) = -9.544
- LUMO level (eV) = 0.1
- frontier orbital gap (eV) = 9.628
- electronic energy (eV) = -565988.869
- max |F| (eV Å⁻¹) = 3.0

***

- Which of these has the lowest electronic energy?
  C19H24Cl42N2O3S

***

Repeat the third record exactly.
The following is a DFT calculation (ωB97M-V with the def2-TZVPD basis set) of C19H24BrCeNSi as an isolated structure in a non-equilibrium geometry.

Last column: Mulliken charge in e.
Cartesian coordinates (Å):
C1 -1.281 -0.830 -1.790  -0.332
C2 -1.483 -1.898 -0.858  -0.670
C3 -2.312 -1.400 0.201  -0.302
H1 -1.085 -2.913 -0.943  0.526
C4 -2.602 -0.028 -0.075  -0.518
C5 -1.975 0.321 -1.307  -0.568
H2 -2.069 1.278 -1.823  0.435
H3 -0.748 -0.905 -2.743  0.538
H4 -2.691 -1.976 1.050  0.580
H5 -3.225 0.625 0.534  0.529
Ce1 0.081 -0.276 0.525  0.435
Br1 1.146 -2.578 1.446  -0.450
C6 2.399 1.382 0.208  -0.430
C7 1.444 2.091 -0.585  -0.656
C8 1.132 1.285 -1.720  -0.469
H6 1.054 3.090 -0.378  0.420
C9 1.867 0.063 -1.617  -0.498
C10 2.650 0.119 -0.418  -0.824
H7 3.323 -0.653 -0.054  0.554
H8 2.887 1.760 1.113  0.761
H9 0.503 1.584 -2.558  0.518
H10 1.886 -0.744 -2.350  0.512
C11 2.381 0.345 3.796  -0.941
Si1 0.794 1.344 3.829  -0.111
C12 0.121 1.312 5.577  -1.071
C13 1.082 3.103 3.271  -0.897
N1 -0.353 0.614 2.678  0.361
C14 -1.609 0.249 3.186  0.340
C15 -1.835 -1.066 3.701  -0.180
C16 -3.025 -1.365 4.357  -0.656
C17 -4.030 -0.397 4.471  -0.467
C18 -3.848 0.886 3.922  -0.626
C19 -2.663 1.206 3.269  -0.422
H11 3.087 0.761 4.530  0.361
H12 2.881 0.343 2.817  0.250
H13 2.185 -0.699 4.076  0.275
H14 0.830 1.769 6.283  0.381
H15 -0.824 1.865 5.666  0.314
H16 -0.053 0.281 5.914  0.305
H17 1.519 3.133 2.264  0.196
H18 0.137 3.663 3.263  0.277
H19 1.768 3.618 3.958  0.366
H20 -1.035 -1.803 3.615  0.336
H21 -3.163 -2.373 4.766  0.386
H22 -4.970 -0.638 4.968  0.370
H23 -4.645 1.634 3.990  0.390
H24 -2.481 2.201 2.850  0.372

Summary:
- E_HOMO (spin up / spin down) (eV) = -8.152 / -8.152
- LUMO level (spin up / spin down) (eV) = -1.3 / -1.3
- frontier orbital gap (spin up / spin down) (eV) = 6.859 / 6.856
- electronic energy (eV) = -112434.208
- max |F| (eV Å⁻¹) = 1.9

***

- Look up the electronic energy of the fourth one.
  -565988.869 eV

***

- Which value of max |F| does entry 3 give?
  1.9 eV Å⁻¹